[1]
{
  "formula": "C6H7NO",
  "method": "ωB97M-V/def2-TZVPD",
  "gap_ev": 10.8,
  "total_energy_ha": -362.7408,
  "symbols": ["N", "C", "C", "C", "O", "C", "C", "C", "H", "H", "H", "H", "H", "H", "H"],
  "xyz": [[-2.7385, -0.3716, -0.2018], [-1.6100, -0.1457, -0.2543], [-0.1785, 0.0374, -0.0678], [0.0236, 1.4606, 0.2550], [0.9651, 2.2018, 0.0479], [0.3479, -1.0213, 1.0170], [1.3543, -1.5864, 0.0039], [1.0591, -0.4403, -0.9218], [-0.9153, 1.7481, 0.8346], [-0.3672, -1.6906, 1.4149], [0.7467, -0.4308, 1.7950], [2.3961, -1.6636, 0.3040], [1.0785, -2.4260, -0.5239], [1.8015, 0.2816, -1.0652], [0.7296, -0.6580, -1.9218]],
  "atomic_forces_ev_per_a": [[0.360, 0.269, -0.184], [-0.107, -0.857, -0.653], [1.990, -0.825, -0.324], [-0.763, 2.010, 1.986], [-1.264, -1.392, 0.047], [0.228, 0.563, -0.982], [0.912, 1.750, 0.761], [-2.348, -0.431, -1.473], [0.931, 0.932, -0.287], [-0.923, -0.548, 0.260], [0.885, 0.263, 1.096], [-0.052, -0.076, 0.224], [-0.801, -2.379, -0.362], [0.892, 1.429, 0.443], [0.060, -0.710, -0.553]],
  "mulliken_charge": [-0.4597, -0.0802, 1.4208, -0.3112, -0.4618, -0.9246, -0.4223, -1.0453, 0.3171, 0.3991, 0.2920, 0.3230, 0.2559, 0.3591, 0.3381]
}



[2]
{
  "formula": "C6H7NO",
  "method": "ωB97M-V/def2-TZVPD",
  "gap_ev": 10.5,
  "total_energy_ha": -362.7682,
  "symbols": ["N", "C", "C", "O", "C", "C", "C", "C", "H", "H", "H", "H", "H", "H", "H"],
  "xyz": [[-1.7096, 1.7539, -1.0594], [-1.1918, 0.9571, -0.4035], [-0.3688, -0.0191, 0.3479], [-1.2176, -0.5486, 1.3356], [0.0148, -1.2793, -0.5213], [1.4565, -1.0060, -0.8637], [1.9710, 0.0443, -0.1792], [0.9626, 0.5111, 0.8229], [-1.6949, 0.1282, 1.7909], [-0.6005, -1.3557, -1.3775], [-0.1247, -2.1401, 0.0920], [2.1450, -1.7458, -1.3774], [3.0242, 0.3492, -0.3861], [0.8003, 1.5376, 0.9161], [1.0928, 0.0895, 1.8541]],
  "atomic_forces_ev_per_a": [[0.092, -0.576, 0.615], [0.692, 0.725, -1.066], [-0.988, -2.043, -0.933], [0.215, -0.893, 0.549], [0.969, 1.615, 0.143], [1.627, -0.391, 0.622], [0.215, -1.564, -1.355], [-0.145, -0.212, 0.997], [-0.401, 0.802, 0.459], [-0.724, -0.194, -0.940], [-0.066, -0.720, 0.488], [-1.221, 1.186, 0.081], [-1.073, 0.017, 0.838], [0.528, 1.978, 0.356], [0.282, 0.272, -0.855]],
  "mulliken_charge": [-0.4596, -0.0646, 1.1326, -0.6021, -0.8793, -0.2512, -0.4051, -0.8614, 0.3521, 0.3820, 0.3259, 0.3041, 0.3554, 0.4075, 0.2636]
}



[3]
{
  "formula": "C6H7NO2S",
  "method": "ωB97M-V/def2-TZVPD",
  "gap_ev": [7.3, 7.8],
  "total_energy_ha": -835.9633,
  "symbols": ["C", "C", "C", "C", "C", "C", "N", "O", "O", "S", "H", "H", "H", "H", "H", "H", "H"],
  "xyz": [[-2.6255, 1.3777, 0.0818], [-1.5862, 0.9744, 1.1302], [-2.8057, 0.3920, -0.8425], [-1.0847, -0.1782, 0.7308], [2.1797, -1.7547, 0.0487], [2.1116, -0.3003, 0.4439], [1.5925, 0.4540, -0.5627], [1.5777, 1.6585, -0.4119], [1.1021, -0.1318, -1.5296], [-1.7349, -0.8984, -0.5839], [-3.1465, 2.3089, 0.0535], [-1.2537, 1.6477, 1.8676], [-3.4760, 0.5275, -1.5757], [1.3116, -2.0890, -0.5230], [2.2529, -2.3860, 0.9066], [3.0328, -1.8850, -0.5302], [2.5524, 0.2826, 1.2963]],
  "atomic_forces_ev_per_a": [[1.740, -1.580, 1.661], [-2.036, 1.687, -2.393], [1.847, 1.247, 2.950], [0.887, -0.166, 1.316], [-1.371, 0.690, 1.931], [0.664, -1.662, 0.957], [-1.189, 0.465, -1.106], [0.126, 1.416, 0.020], [0.256, 0.518, -0.446], [-0.547, -1.826, -1.676], [-0.198, 0.412, 0.201], [0.317, 0.428, 0.903], [-2.063, -0.273, -2.847], [0.179, 0.398, 0.084], [0.274, -0.381, 0.737], [1.670, -0.376, -1.278], [-0.554, -0.997, -1.014]],
  "mulliken_charge": [-0.2176, -0.7100, -0.4864, 0.2505, -1.0273, -0.1965, 1.0371, -0.6217, -0.5747, -0.1257, 0.3829, 0.4067, 0.4934, 0.2381, 0.3498, 0.3800, 0.4215]
}



[4]
{
  "formula": "C6H7NO3",
  "method": "ωB97M-V/def2-TZVPD",
  "gap_ev": 9.2,
  "total_energy_ha": -513.3131,
  "symbols": ["N", "C", "C", "C", "O", "C", "C", "O", "C", "O", "H", "H", "H", "H", "H", "H", "H"],
  "xyz": [[-2.4537, 0.0973, 1.4769], [-1.6396, 0.9664, 0.8446], [-0.4874, 0.4850, 0.2163], [0.0698, -0.8694, 0.3244], [-0.6352, -1.8087, 0.6722], [1.4659, -1.1633, -0.1687], [1.7192, -0.2499, -1.3625], [1.5786, 1.1017, -0.9438], [0.3639, 1.4744, -0.4334], [-0.0661, 2.5963, -0.5374], [-3.4536, 0.3237, 1.4744], [-2.1254, -0.8682, 1.3991], [-1.9509, 2.0010, 0.7009], [1.5887, -2.2256, -0.4099], [2.1972, -0.9444, 0.6324], [1.0751, -0.5065, -2.2251], [2.7535, -0.4099, -1.6607]],
  "atomic_forces_ev_per_a": [[-0.313, 0.893, -0.412], [0.218, -1.978, -1.127], [1.390, 0.081, 0.860], [-1.294, -0.600, -0.235], [-0.287, -0.323, 0.706], [0.101, 0.523, 0.115], [0.427, -0.882, 0.437], [-0.448, 0.613, -0.315], [-1.021, 0.456, -0.122], [1.189, 0.627, -0.400], [0.822, -0.318, 0.424], [-0.424, -0.003, 0.033], [0.201, -0.261, 0.177], [-0.358, 0.251, -0.002], [-0.287, 0.124, -0.330], [0.075, 0.338, 0.427], [0.010, 0.458, -0.236]],
  "mulliken_charge": [-0.3695, -0.3117, -0.0381, 0.8360, -0.7099, -0.5994, -0.4041, -0.3711, 0.3719, -0.6120, 0.2574, 0.3015, 0.4305, 0.3349, 0.2685, 0.3137, 0.3014]
}



[5]
{
  "formula": "C6H7NO3",
  "method": "ωB97M-V/def2-TZVPD",
  "gap_ev": [7.7, 7.5],
  "total_energy_ha": -513.0479,
  "symbols": ["C", "C", "C", "C", "C", "C", "N", "O", "O", "O", "H", "H", "H", "H", "H", "H", "H"],
  "xyz": [[1.4974, 0.4403, 1.1173], [2.3816, 0.2041, 0.1875], [0.4942, -1.2456, -0.4496], [1.8373, -0.6738, -0.9306], [-0.3718, -0.0769, -0.3378], [-1.5321, -0.0561, 0.5998], [3.7602, 0.5965, 0.4172], [0.1850, -2.3669, -0.0617], [4.6663, -0.0062, -0.0644], [-0.1553, 0.9185, -1.2531], [1.3541, 0.9809, 1.9917], [1.6678, -0.0313, -1.8018], [2.3321, -1.5886, -1.1577], [-1.3541, 0.6045, 1.3438], [-1.6886, -1.1055, 1.0781], [-2.5338, -0.0511, 0.0847], [-0.5321, 1.7448, -0.9132]],
  "atomic_forces_ev_per_a": [[-2.151, -0.517, -1.971], [0.374, -1.940, -0.727], [-0.084, 0.724, 0.497], [0.273, -0.929, -0.458], [0.430, 1.113, 1.919], [-2.074, -4.602, -2.296], [-0.173, 1.358, 1.217], [0.815, 1.203, -0.820], [-0.361, -0.794, -0.855], [-0.801, -0.423, 0.852], [0.174, 0.852, 1.465], [0.296, -0.640, -0.108], [1.537, -0.238, -0.406], [-0.156, 2.356, 2.218], [1.078, 1.645, -0.625], [0.901, 1.042, 0.290], [-0.079, -0.208, -0.192]],
  "mulliken_charge": [-0.5060, 0.4520, 0.4397, -0.5664, 0.5711, -1.2559, -0.2344, -0.6122, -0.3010, -0.4859, 0.4081, 0.3180, 0.3944, 0.3912, 0.2899, 0.3671, 0.3302]
}



[6]
{
  "formula": "C6H7NO3",
  "method": "ωB97M-V/def2-TZVPD",
  "gap_ev": 10.6,
  "total_energy_ha": -513.1967,
  "symbols": ["C", "C", "C", "C", "O", "C", "O", "C", "N", "H", "H", "H", "H", "H", "O", "H", "H"],
  "xyz": [[-3.2721, 0.2424, -0.7806], [-2.0983, 0.0860, -0.5360], [-0.7052, -0.0608, -0.1960], [-0.2885, -0.5091, 1.1953], [0.8216, -1.3926, 0.9647], [1.3152, -1.3335, -0.2779], [2.5065, -1.4646, -0.4512], [0.3383, -0.5796, -1.1319], [0.3006, 0.8366, -0.7615], [-4.3054, 0.2976, -1.0763], [-1.0763, -1.0918, 1.6867], [0.1568, 0.3566, 1.8253], [0.1602, -0.8920, -2.1591], [-0.0774, 1.3921, -1.5258], [2.1238, 1.6868, 1.3307], [2.5750, 0.7990, 1.3343], [1.5252, 1.6271, 0.5593]],
  "atomic_forces_ev_per_a": [[0.740, -0.301, -0.067], [-0.989, 0.205, -0.162], [-0.258, 0.020, -0.229], [0.542, 0.564, 0.615], [-0.138, -0.667, 0.848], [2.225, 2.262, 0.741], [-1.288, -0.981, -0.716], [-0.723, -0.487, -0.545], [0.285, 0.263, -0.238], [0.434, 0.074, 0.227], [0.217, 0.384, 0.038], [-1.161, -1.344, -0.932], [-0.078, 0.156, 0.292], [-0.010, -0.134, 0.059], [0.409, -1.342, -0.126], [-0.557, 1.354, -0.027], [0.349, -0.027, 0.221]],
  "mulliken_charge": [0.0885, -1.3311, 1.4463, -0.7645, -0.3248, 0.4464, -0.5459, -0.1832, -0.6953, 0.4609, 0.3720, 0.2931, 0.4536, 0.2848, -0.7097, 0.3136, 0.3954]
}